Record 1
C46H40N5OPSTl as an isolated structure. Source: OMol25; level of theory: the ωB97M-V functional and the def2-TZVPD basis.

The geometry in XYZ format:
```
95
Properties=species:S:1:pos:R:3:forces:R:3
Tl -1.9116 -0.9300 0.9022 0.06 0.12 0.07
O 0.2115 0.5245 1.2749 -0.08 -0.06 0.28
C 0.8393 0.4168 2.3974 -0.08 0.04 -0.21
C 1.1211 1.5661 3.1828 0.07 0.06 0.13
C 1.8330 1.5026 4.3601 0.03 -0.05 -0.06
C 2.3009 0.2802 4.8497 -0.02 0.02 -0.04
C 2.0298 -0.8605 4.1165 -0.03 0.01 -0.04
C 1.3224 -0.8228 2.9105 0.05 -0.20 0.05
C 1.1432 -2.0824 2.1719 0.02 0.14 0.07
N 0.1427 -2.4656 1.4036 -0.01 -0.16 -0.21
C 0.4445 -3.7344 0.9542 -0.05 0.17 -0.01
C 1.6413 -4.1298 1.4620 0.03 0.08 0.00
N 2.0683 -3.0767 2.2391 0.09 -0.08 0.09
H 0.7269 2.5135 2.8306 0.01 -0.05 0.02
H 2.0218 2.4155 4.9154 -0.04 0.00 0.02
H 2.8369 0.2197 5.7880 0.02 0.01 -0.01
H 2.3582 -1.8211 4.5035 -0.02 0.00 0.00
H -0.2172 -4.2720 0.2931 0.04 0.03 0.02
H 2.2180 -5.0290 1.3349 -0.01 0.01 0.02
H 2.9627 -2.9852 2.6879 -0.01 0.02 -0.07
N -3.4730 -3.4219 -0.0213 0.01 -0.19 -0.03
C -2.6621 -4.1775 -0.8730 -0.18 0.03 0.05
C -2.3826 -5.5120 -0.5774 0.07 0.01 0.03
C -1.5508 -6.2633 -1.3950 -0.06 0.05 -0.02
C -0.9997 -5.6899 -2.5316 0.00 0.02 0.04
C -1.2950 -4.3646 -2.8297 0.05 0.02 0.02
C -2.1152 -3.5859 -2.0205 0.00 0.06 -0.10
C -2.4485 -2.1785 -2.4160 0.01 -0.19 -0.07
C -3.0946 -2.0198 -3.6495 -0.04 0.06 0.02
C -3.4500 -0.7608 -4.1156 0.11 -0.04 0.06
C -3.0881 0.3490 -3.3633 0.02 -0.07 0.04
C -2.4184 0.1624 -2.1574 0.12 0.23 0.04
C -2.1019 -1.0834 -1.6030 -0.15 -0.21 0.13
H -4.0036 -3.9618 0.6436 -0.03 0.01 -0.01
H -4.0278 -2.7167 -0.4844 0.09 0.08 0.02
H -2.8213 -5.9578 0.3098 0.00 0.00 -0.02
H -1.3529 -7.3001 -1.1513 0.03 0.02 0.02
H -0.3506 -6.2646 -3.1798 0.00 0.01 0.00
H -0.8689 -3.9034 -3.7135 0.00 0.00 -0.01
H -3.3440 -2.9000 -4.2342 -0.01 0.00 -0.01
H -3.9871 -0.6507 -5.0494 0.01 0.00 -0.03
H -3.3366 1.3490 -3.7048 0.05 0.01 -0.03
H -2.0782 1.0607 -1.6321 -0.13 -0.04 0.02
C 2.9305 0.5317 -5.4452 0.00 0.04 0.08
C 3.4488 1.3896 -4.4764 -0.05 -0.05 -0.04
C 2.9394 1.3720 -3.1880 0.04 0.01 0.01
C 1.9031 0.5059 -2.8356 -0.22 -0.02 0.13
C 1.4009 -0.3512 -3.8108 -0.04 -0.02 0.01
C 1.9097 -0.3424 -5.1090 0.00 0.01 0.08
P 1.1179 0.4373 -1.1192 0.34 0.03 -0.58
C 0.7692 2.2483 -1.0117 0.02 -0.01 -0.02
C -0.0576 2.7402 -2.0299 0.11 0.04 0.00
C -0.5472 4.0378 -2.0000 0.01 -0.02 0.04
C -0.2051 4.8897 -0.9547 -0.02 -0.05 -0.04
C 0.6281 4.4232 0.0507 0.03 -0.04 -0.03
C 1.0987 3.1146 0.0277 -0.03 0.01 0.00
C 2.6996 0.0187 -0.2719 0.00 0.12 0.06
C 3.5277 0.8396 0.4900 0.03 -0.08 -0.03
C 4.7049 0.3499 1.0442 -0.03 -0.05 -0.02
C 5.0825 -0.9691 0.8374 -0.04 0.01 -0.04
C 4.2642 -1.8000 0.0804 -0.01 0.03 0.02
C 3.0811 -1.3133 -0.4534 0.02 0.02 0.02
H 3.3195 0.5530 -6.4564 0.01 -0.01 0.02
H 4.2482 2.0744 -4.7339 0.00 0.00 0.01
H 3.3516 2.0429 -2.4409 -0.03 0.00 0.00
H 0.5911 -1.0253 -3.5464 -0.01 0.02 -0.02
H 1.5014 -1.0137 -5.8553 -0.01 0.00 0.02
H -0.3253 2.0888 -2.8551 -0.01 0.02 0.01
H -1.2013 4.3818 -2.7924 0.02 0.01 -0.01
H -0.5875 5.9027 -0.9246 0.01 0.00 -0.01
H 0.9081 5.0751 0.8705 -0.01 -0.03 0.01
H 1.7043 2.7669 0.8480 -0.13 0.02 0.06
H 3.2670 1.8709 0.6625 0.07 0.00 -0.02
H 5.3287 1.0060 1.6396 -0.02 0.00 0.00
H 6.0084 -1.3446 1.2566 -0.01 -0.01 0.01
H 4.5405 -2.8350 -0.0854 0.00 0.00 -0.01
H 2.4355 -1.9745 -1.0241 0.01 -0.01 0.02
N -4.4405 1.7155 0.1078 -0.03 -0.05 -0.12
C -4.1305 2.0945 1.3709 -0.17 0.24 0.21
S -5.2760 1.9993 2.5959 0.19 -0.03 -0.18
N -2.8922 2.6260 1.5082 -0.04 -0.23 0.15
C -2.2576 2.9549 2.7370 -0.08 0.10 -0.12
C -1.6211 4.1824 2.8332 0.02 0.11 0.05
C -0.9732 4.5404 4.0091 0.01 -0.04 -0.02
C -0.9686 3.6713 5.0897 -0.05 -0.04 -0.02
C -1.5993 2.4370 4.9803 0.00 0.06 -0.01
C -2.2374 2.0712 3.8072 0.02 -0.04 0.02
H -5.3105 1.2183 0.0247 0.00 0.03 0.00
H -3.7152 1.4375 -0.5399 0.02 -0.01 0.04
H -2.3433 2.7761 0.6734 0.06 -0.07 -0.01
H -1.6436 4.8569 1.9852 0.00 -0.01 0.02
H -0.4756 5.5002 4.0785 -0.01 0.00 -0.01
H -0.4636 3.9450 6.0082 -0.01 -0.01 -0.01
H -1.5719 1.7395 5.8080 0.00 0.01 -0.01
H -2.7092 1.1046 3.7067 0.00 0.00 -0.01
```
Forces are in eV/Å.

charge	-1
HOMO-LUMO gap	6.4	eV
energy	-3038.062704	Ha
energy relative to the best compared isomer or geometry (same formula, charge and spin)	114.2	kJ/mol
LUMO energy	2.42	eV
molar mass	946.3	g mol⁻¹
highest occupied orbital energy	-0.1462	Eh

Record 2
C46H40N9O2Sb2Tl as an isolated structure. Source: OMol25; level of theory: the ωB97M-V functional and the def2-TZVPD basis.

The geometry in XYZ format:
```
100
Properties=species:S:1:pos:R:3:forces:R:3
Tl -0.2434 -0.7296 1.1322 -0.12 0.21 -0.39
C -1.6739 5.2070 3.9697 -0.06 0.06 0.02
C -3.0287 4.7928 3.8053 0.03 0.07 0.03
C -3.3272 3.5378 3.3490 -0.04 -0.09 -0.04
C -2.2744 2.6547 3.0327 0.07 0.07 0.02
C -2.2450 1.3254 2.5582 0.02 0.00 -0.06
N -3.3741 0.5547 2.3469 -0.02 -0.03 0.00
C -3.3272 -0.6384 1.8383 -0.23 -0.13 -0.08
C -4.5460 -1.4710 1.6535 0.04 0.06 0.03
C -5.8684 -1.1941 1.9567 0.07 0.01 0.01
C -6.8188 -2.1677 1.6875 -0.05 -0.03 0.00
C -6.4424 -3.3892 1.1313 -0.01 0.00 -0.01
C -5.1118 -3.6592 0.8295 0.00 0.01 0.00
C -4.1644 -2.6838 1.0950 0.02 -0.04 0.00
C -2.6534 -2.6768 0.9078 -0.43 0.10 -0.18
N -0.9941 -2.5709 -1.1150 -0.26 0.26 -0.04
C 0.2445 -3.0934 -0.6515 0.21 -0.16 -0.08
N 0.8323 -2.5036 0.4134 -0.01 -0.12 0.09
C 2.1486 -2.8002 0.4756 -0.10 -0.06 -0.12
N 3.0983 -2.1389 1.2243 0.06 0.07 0.12
C 2.8831 -1.0116 1.8180 0.13 0.13 0.03
N 1.7322 -0.2718 2.0131 -0.28 -0.14 0.05
C 2.0217 0.9629 2.5914 0.23 -0.01 -0.01
N 1.2554 1.9418 2.9137 0.07 -0.01 0.03
C -0.1130 1.9787 2.8210 0.04 0.06 -0.04
N -0.9401 0.9536 2.4297 -0.06 -0.10 0.08
C -0.9152 3.0682 3.1996 -0.07 0.02 0.01
C -0.6345 4.3682 3.6788 0.09 -0.08 -0.03
C 3.4826 0.9950 2.8155 -0.12 0.10 0.02
C 4.3019 1.9760 3.3517 0.02 -0.04 -0.02
C 5.6616 1.7096 3.4380 -0.01 0.05 0.02
C 6.1849 0.4922 2.9944 0.04 -0.03 0.00
C 5.3585 -0.4839 2.4529 0.02 0.01 0.01
C 4.0025 -0.2152 2.3762 -0.01 -0.05 -0.02
C 2.4232 -3.7183 -0.5644 -0.04 0.01 0.01
C 3.6015 -4.3531 -1.0052 0.04 0.02 0.02
C 3.5622 -5.1219 -2.1375 0.03 -0.03 -0.03
C 2.3544 -5.2749 -2.8779 0.01 -0.02 -0.03
C 1.1951 -4.6682 -2.4807 -0.06 -0.03 -0.06
C 1.2032 -3.8758 -1.3107 -0.07 0.08 0.06
N -2.2974 -1.3612 1.3763 0.46 -0.06 0.28
H -1.4709 6.2096 4.3317 0.00 0.00 0.00
H -3.8260 5.4877 4.0458 0.00 0.00 0.00
H -4.3537 3.2137 3.2212 0.00 0.00 0.00
H -6.1264 -0.2367 2.3909 -0.01 0.01 0.00
H -7.8638 -1.9807 1.9080 0.00 0.00 0.00
H -7.1998 -4.1357 0.9211 0.00 0.00 0.00
H -4.8261 -4.5974 0.3744 0.01 -0.01 0.00
H 0.3952 4.6824 3.8040 0.00 0.01 0.00
H 3.8769 2.9153 3.6817 0.00 0.01 0.01
H 6.3305 2.4565 3.8514 0.00 -0.01 -0.01
H 7.2514 0.3130 3.0704 0.00 0.00 0.00
H 5.7451 -1.4284 2.0915 0.00 0.00 0.00
H 4.5240 -4.2149 -0.4529 0.00 -0.01 0.01
H 4.4614 -5.6169 -2.4883 0.00 0.01 0.00
H 2.3642 -5.8775 -3.7802 0.00 0.00 0.01
H 0.2801 -4.7743 -3.0519 -0.01 -0.01 0.00
N -1.1666 -3.2393 2.8589 -0.01 0.03 0.01
C -1.9432 -3.7992 1.7655 0.00 -0.14 -0.01
C -2.2381 -3.0271 -0.5555 0.19 -0.02 -0.06
O -2.9386 -3.7718 -1.1981 0.06 -0.13 0.16
O -0.9915 -1.1457 -1.0251 0.07 0.03 0.08
H -0.5394 -3.9288 3.2486 0.00 0.00 0.02
H -1.7458 -2.8525 3.5922 -0.02 0.02 -0.02
H -2.7213 -4.5080 2.0792 0.03 0.02 0.01
H -1.2411 -4.3506 1.1369 -0.03 0.02 -0.01
C 2.7545 2.0572 -1.5146 0.03 0.02 -0.01
Sb 2.1899 -0.0164 -1.6707 0.00 -0.04 0.19
C 4.1065 -0.5992 -2.4781 -0.01 0.01 -0.06
C 1.1887 0.0634 -3.6188 0.00 -0.10 -0.08
C 1.0556 1.4250 -4.1952 0.02 0.04 -0.01
C 2.1204 1.9657 -4.9184 0.02 0.02 0.00
C 2.0945 3.2596 -5.4116 0.03 0.01 -0.02
C 0.9768 4.0503 -5.1881 -0.01 0.04 -0.01
C -0.1000 3.5202 -4.4961 0.00 0.00 0.01
C -0.0935 2.2152 -4.0010 0.07 0.03 -0.05
C -1.2971 1.6987 -3.2962 -0.17 -0.01 -0.03
Sb -1.2464 1.7159 -1.1237 0.18 -0.05 0.18
C -1.5079 3.8461 -0.9315 -0.06 0.02 -0.05
C -3.3220 1.2414 -0.9921 -0.04 0.05 -0.02
H 3.1191 2.4526 -2.4622 0.01 0.01 -0.02
H 3.5454 2.1092 -0.7638 0.02 0.01 0.01
H 1.9169 2.6605 -1.1657 -0.03 0.00 0.00
H 4.4918 0.1523 -3.1691 0.02 0.01 -0.03
H 4.0003 -1.5569 -2.9885 0.00 -0.03 0.00
H 4.8037 -0.7299 -1.6508 0.02 0.01 0.02
H 0.2384 -0.4401 -3.4549 -0.02 0.00 0.03
H 1.8100 -0.5672 -4.2582 -0.02 -0.01 0.01
H 2.9980 1.3474 -5.0776 0.01 0.00 0.00
H 2.9445 3.6481 -5.9602 0.00 0.00 0.00
H 0.9376 5.0690 -5.5556 0.01 0.00 0.00
H -0.9845 4.1269 -4.3327 0.00 0.01 0.00
H -1.5081 0.6592 -3.5488 0.00 -0.03 0.02
H -2.1731 2.2966 -3.5584 0.00 -0.01 -0.01
H -2.3336 4.1873 -1.5586 -0.02 0.03 -0.01
H -0.5951 4.3681 -1.2176 0.03 0.01 -0.01
H -1.7273 4.0703 0.1131 0.00 0.00 0.03
H -3.8827 1.8829 -1.6748 -0.02 -0.01 -0.01
H -3.6700 1.3880 0.0290 -0.02 0.01 0.02
H -3.4423 0.1940 -1.2644 0.00 -0.02 -0.01
```
Forces are in eV/Å.

charge	-2
HOMO-LUMO gap	4.9	eV
energy	-3073.190060	Ha
energy relative to the best compared isomer or geometry (same formula, charge and spin)	329.7	kJ/mol
LUMO energy	4.26	eV
molar mass	1198.8	g mol⁻¹
highest occupied orbital energy	-0.0225	Eh

Which of these has the highest energy? C46H40N5OPSTl

The lowest HOMO-LUMO gap belongs to which entry? C46H40N9O2Sb2Tl